(1)
31
Properties=species:S:1:pos:R:3:nbo_charge:R:1 method="wB97M-V/def2-TZVPD" total_charge=0 multiplicity=1
C -3.08336 0.69294 0.53990 -0.1548
C -2.71190 0.19158 -0.75821 -0.3495
C -2.13857 1.44537 1.19170 -0.1956
C -1.58890 0.68744 -1.37079 -0.2168
C -0.85487 1.55011 0.73843 -0.1657
C -0.58645 1.18302 -0.59438 0.0911
C 2.67494 -1.20133 2.10198 -0.5986
C 1.44747 -0.70901 -2.18674 -0.6632
C 0.87646 1.49918 -1.08180 -0.4924
C 2.18339 0.02517 1.31506 -0.2555
C 1.50074 0.12486 -0.93880 0.3264
N 1.86779 -0.57358 0.03540 -0.4103
O -2.60563 -2.22926 1.17416 -1.0549
O -0.31072 -1.27908 0.46746 -1.0482
P -1.70524 -1.66165 0.19045 2.0740
H -4.10086 0.49163 0.72858 0.2372
H -3.41780 -0.33775 -1.28031 0.2300
H -2.57750 1.88445 2.14390 0.2283
H -1.21957 0.36922 -2.34187 0.2228
H -0.18945 2.02531 1.29994 0.2127
H 1.89521 -2.04454 1.84400 0.2296
H 3.71642 -1.46748 1.70600 0.2055
H 2.56705 -1.10494 3.09175 0.1935
H 0.70012 -1.45574 -2.04753 0.2244
H 2.46957 -1.14348 -2.23329 0.2427
H 1.24574 -0.15098 -3.10851 0.1878
H 0.79374 1.68251 -2.09384 0.2220
H 1.24006 2.21861 -0.44985 0.2233
H 1.09375 0.37624 1.76211 0.1789
H 2.88441 0.89897 1.24596 0.1912
H -2.06604 -1.98779 -1.09083 -0.1159


(2)
29
Properties=species:S:1:pos:R:3:nbo_charge:R:1 method="wB97M-V/def2-TZVPD" total_charge=0 multiplicity=1
C 2.29409 0.10230 0.24132 -0.4284
C 1.13760 -0.43260 -0.01708 0.2135
C 1.01503 -1.73266 -0.74300 -0.4954
C 1.01361 -1.30344 -2.24743 -0.1479
C 0.05050 -0.62982 -2.95426 -0.2559
C -1.16648 0.00796 -2.65526 -0.6896
P -1.67683 1.18531 -1.66942 0.7435
C -0.19373 1.48769 -0.61742 -0.3627
C -0.06982 2.72526 0.24612 -0.6414
N -0.11641 0.21937 0.13017 -0.4990
C -0.91731 0.05613 1.24241 -0.0046
C -0.67186 -0.82685 2.22607 -0.2729
C -1.67435 -1.07272 3.27630 -0.6451
H 2.44215 1.10102 0.69362 0.2032
H 3.25648 -0.30867 -0.00246 0.2067
H 0.11931 -2.34338 -0.53628 0.2425
H 1.87076 -2.42778 -0.45759 0.2230
H 1.79493 -1.60284 -2.91323 0.2067
H 0.39022 -0.56899 -4.08461 0.2146
H -1.90731 -0.08618 -3.48176 0.2455
H 0.73848 1.43220 -1.27073 0.2509
H 0.02081 2.41014 1.25132 0.2248
H -1.00094 3.26112 0.24141 0.2128
H 0.79062 3.40182 -0.02559 0.2216
H -1.81396 0.59539 1.19478 0.1954
H 0.24309 -1.36333 2.35002 0.2036
H -1.57569 -0.27294 4.02099 0.2084
H -2.61874 -1.05352 2.74125 0.2079
H -1.77426 -1.96000 3.82033 0.2183


HOMO-LUMO gap / eV: 8.30, 7.48
Relative energy (zero: lowest compared OMol25 entry of this formula, charge and spin) / eV: 4.082, 4.250
Molar mass / g mol⁻¹: 225.2, 193.2